{
  "formula": "C2H4OS2",
  "method": "ωB97M-V/def2-TZVPD",
  "de_lowest_kj_mol": 177.9,
  "spin_multiplicity": 1,
  "elements": ["O", "C", "C", "S", "H", "H", "H", "H", "S"],
  "coordinates": [[-0.3243, -0.0671, -2.9088], [0.2762, -1.0830, 1.0198], [-0.3011, 0.0627, 1.2455], [0.0850, 2.6058, -2.0380], [-1.4179, 0.0054, 1.4446], [-0.4576, -1.8036, 0.8458], [0.3159, 0.9901, 1.4516], [1.2880, -1.4462, 0.9896], [0.5357, 0.7358, -2.0500]],
  "atomic_forces_ev_per_a": [[0.41, -0.09, 0.35], [0.05, -0.94, -0.29], [-0.13, 2.28, 1.47], [0.53, -1.35, 0.18], [1.53, 0.77, -0.65], [-0.68, -1.84, -0.18], [-1.19, -0.95, -0.20], [0.41, 0.68, -0.15], [-0.93, 1.43, -0.53]]
}